Record 1
C4H2O | ωB97M-V/def2-TZVPD

Last column: natural (NBO) charge in e.
Element x y z (Å)
C1 -1.562 0.045 0.061  -0.514
C2 -0.350 0.358 -0.093  0.210
C3 0.823 -0.026 0.042  -0.423
C4 2.098 -0.038 -0.058  0.695
O1 3.252 -0.172 0.041  -0.439
H1 -1.917 -0.916 -0.280  0.243
H2 -2.345 0.748 0.286  0.228

Cartesian forces (eV/Å) of the 6 atoms listed first:
C -4.48 0.68 -0.41
C 0.04 -1.00 0.29
C 3.58 0.57 -0.19
C 1.22 -0.47 0.41
O -0.42 0.24 -0.31
H 0.17 -0.23 -0.02

Structure (SMILES): C=C=C=C=O
HOMO-LUMO gap (eV): 7.83

***

Record 2
C9H17NO3S | ωB97M-V/def2-TZVPD

Last column: natural (NBO) charge in e.
Element x y z (Å)
C1 1.877 0.660 -0.026  0.788
C2 -1.052 -1.863 -0.219  -0.233
C3 -2.014 -1.226 0.788  -0.617
C4 0.421 0.098 -0.468  0.088
C5 -0.444 1.130 0.386  -0.221
C6 0.391 0.196 -1.987  -0.659
C7 -0.168 1.322 1.878  -0.678
C8 -0.511 2.471 -0.280  -0.669
C9 1.474 -2.183 -0.141  -0.402
N1 0.315 -1.321 0.021  -0.516
O1 2.536 1.402 -0.689  -0.566
O2 2.525 0.164 1.078  -0.690
O3 -2.674 0.474 -1.103  -0.992
S1 -2.245 0.548 0.254  1.284
H1 -1.057 -2.911 -0.083  0.209
H2 -1.455 -1.739 -1.212  0.202
H3 -2.994 -1.718 0.652  0.237
H4 -1.539 -1.359 1.806  0.231
H5 -0.540 -0.023 -2.455  0.241
H6 1.053 -0.519 -2.535  0.224
H7 0.634 1.165 -2.302  0.238
H8 -0.944 1.835 2.639  0.256
H9 0.672 2.056 1.963  0.242
H10 -0.047 0.322 2.346  0.221
H11 -1.074 3.108 0.371  0.221
H12 -0.890 2.670 -1.295  0.251
H13 0.512 2.870 -0.301  0.234
H14 1.183 -3.242 -0.567  0.195
H15 2.078 -1.796 -0.981  0.199
H16 2.018 -2.401 0.738  0.197
H17 1.959 -0.193 1.722  0.484

Cartesian forces (eV/Å) of the 6 atoms listed first:
C 0.91 -1.43 -0.44
C 0.75 1.01 0.88
C 0.92 -0.18 -0.29
C 2.79 -0.34 2.11
C -2.79 -1.40 -1.72
C 0.00 -1.11 -0.42

HOMO-LUMO gap (eV): 9.16

***

Record 3
C18H16ClN6OS4Sm | ωB97M-V/def2-TZVPD

Last column: natural (NBO) charge in e.
Element x y z (Å)
Sm1 7.318 12.086 11.135  1.303
C1 11.670 10.183 10.356  -0.709
C2 10.329 10.774 10.212  0.220
N1 9.799 11.431 11.175  -0.284
N2 10.427 11.555 12.360  -0.445
C3 9.956 12.584 13.071  0.342
N3 10.404 12.696 14.354  -0.787
S1 8.783 13.843 12.605  -0.345
C4 9.661 10.764 8.903  0.171
C5 10.258 10.196 7.805  -0.227
C6 9.672 10.262 6.561  -0.131
C7 8.499 10.960 6.422  -0.251
C8 7.947 11.542 7.565  0.070
N4 8.484 11.434 8.789  -0.488
H1 12.031 10.324 11.382  0.268
H2 12.410 10.598 9.658  0.227
H3 11.658 9.110 10.211  0.249
H4 11.054 12.036 14.720  0.405
H5 10.106 13.523 14.896  0.416
H6 11.245 9.736 7.931  0.241
H7 10.123 9.832 5.654  0.232
H8 7.960 11.052 5.492  0.231
H9 7.037 12.112 7.478  0.207
Cl1 5.155 13.778 11.750  -0.109
C9 5.130 12.672 10.176  -0.801
H10 4.758 13.365 9.448  0.197
H11 4.310 12.029 10.559  0.217
O1 7.669 14.937 8.814  -0.440
C10 7.725 14.178 9.617  0.621
S2 10.300 6.478 10.591  -0.152
C11 9.079 7.524 10.948  -0.118
S3 8.978 8.211 12.564  0.431
C12 7.532 9.146 12.122  -0.087
N5 7.200 9.000 10.884  -0.345
N6 8.023 8.030 10.269  -0.298
C13 7.623 7.626 9.007  0.197
C14 7.861 6.349 8.582  -0.223
C15 7.521 5.924 7.320  -0.203
C16 6.902 6.796 6.451  -0.219
C17 6.541 8.063 6.871  -0.207
C18 6.918 8.503 8.144  -0.240
S4 6.724 10.282 13.233  -0.255
H12 8.295 5.649 9.288  0.240
H13 7.712 4.884 7.023  0.221
H14 6.659 6.477 5.436  0.213
H15 5.961 8.684 6.175  0.215
H16 6.641 9.501 8.511  0.228

Cartesian forces (eV/Å) of the 6 atoms listed first:
Sm 0.16 -1.07 0.54
C 1.08 -0.46 0.48
C 0.68 0.15 0.53
N -1.26 0.49 -0.78
N -0.22 0.97 0.95
C -0.04 -0.39 0.52

HOMO-LUMO gap (spin up / spin down) (eV): 7.22 / 7.26
Multiplicity: 6

***

Record 4
C29H20BrN5O5V | ωB97M-V/def2-TZVPD

Last column: natural (NBO) charge in e.
Element x y z (Å)
V1 -0.011 -0.213 0.303  1.518
O1 5.585 -3.272 2.591  -0.702
C1 4.698 -3.887 1.990  0.734
O2 4.570 -5.036 1.556  -0.702
C2 3.432 -2.995 1.712  0.033
C3 2.328 -3.541 1.061  -0.197
C4 1.235 -2.737 0.834  0.175
N1 1.248 -1.444 1.203  -0.523
C5 2.278 -0.922 1.896  0.251
C6 3.398 -1.677 2.159  -0.215
C7 1.984 0.443 2.376  0.170
C8 2.863 1.207 3.124  -0.198
C9 2.455 2.456 3.559  -0.113
C10 1.186 2.907 3.231  -0.235
C11 0.372 2.094 2.467  0.082
N2 0.750 0.883 2.052  -0.486
C12 -0.066 -3.137 0.263  0.193
C13 -0.379 -4.431 -0.116  -0.197
C14 -1.651 -4.699 -0.591  -0.111
C15 -2.572 -3.666 -0.682  -0.234
C16 -2.183 -2.398 -0.299  0.079
N3 -0.962 -2.131 0.174  -0.494
H1 2.392 -4.586 0.783  0.276
H2 4.260 -1.324 2.710  0.276
H3 3.845 0.825 3.361  0.252
H4 3.121 3.071 4.149  0.244
H5 0.829 3.874 3.555  0.243
H6 -0.619 2.418 2.178  0.203
H7 0.362 -5.213 -0.030  0.253
H8 -1.921 -5.703 -0.888  0.245
H9 -3.574 -3.833 -1.047  0.245
H10 -2.868 -1.564 -0.375  0.204
Br1 3.083 2.558 -7.098  0.123
C17 2.433 1.950 -5.440  -0.039
C18 2.638 2.726 -4.305  -0.247
C19 2.160 2.279 -3.090  -0.133
C20 1.480 1.064 -3.016  -0.167
C21 1.286 0.291 -4.161  -0.131
C22 1.762 0.735 -5.379  -0.247
C23 0.979 0.595 -1.728  0.782
O3 1.120 1.266 -0.653  -0.693
O4 0.340 -0.524 -1.619  -0.704
H11 3.170 3.664 -4.381  0.243
H12 2.313 2.860 -2.191  0.238
H13 0.766 -0.654 -4.085  0.239
H14 1.623 0.148 -6.275  0.244
N4 -6.050 3.581 0.042  -0.796
C24 -5.762 2.489 0.782  0.634
O5 -6.555 1.934 1.507  -0.561
C25 -4.357 1.928 0.662  -0.035
C26 -3.970 1.016 1.637  -0.191
C27 -2.721 0.440 1.566  0.065
N5 -1.857 0.733 0.580  -0.528
C28 -2.221 1.621 -0.355  0.052
C29 -3.461 2.230 -0.355  -0.215
H15 -6.975 3.970 0.129  0.426
H16 -5.362 4.104 -0.466  0.398
H17 -4.663 0.762 2.427  0.276
H18 -2.386 -0.281 2.300  0.227
H19 -1.495 1.839 -1.129  0.228
H20 -3.703 2.909 -1.161  0.239

Cartesian forces (eV/Å) of the 6 atoms listed first:
V 0.63 0.39 0.11
O 0.06 -0.03 0.02
C -0.22 0.15 -0.04
O 0.05 -0.04 0.00
C 0.17 -0.12 0.03
C -0.05 0.04 0.04

Total charge: +1
HOMO-LUMO gap (spin up / spin down) (eV): 6.06 / 5.92
Multiplicity: 3